(P)
# C4H9NO2P

A 2-piece molecular cluster, C4H9NO2P overall (ωB97M-V/def2-TZVPD, the Open Molecules 2025 dataset).

The geometry in ORCA input format:
```
! RIJCOSX wB97M-V def2-TZVPD def2/J DEFGRID3
* xyz -1 1
C 0.8304 3.0515 0.7264
C -0.3924 -0.9684 0.4874
C 0.6367 -0.1612 -1.6088
C -0.6930 -0.2562 -0.7808
N 0.5998 3.6697 -0.2849
O 2.1473 1.0936 2.4749
O 3.4992 3.1071 1.6070
P 2.4445 2.0821 1.3214
H -1.2802 -0.9050 1.1807
H 0.3086 -0.3883 1.1173
H -0.0993 -1.9906 0.3572
H 0.7437 0.5591 -2.4319
H 1.3164 0.1373 -0.7872
H 0.6538 -1.1950 -2.0250
H -1.0139 0.7215 -0.5351
H 0.9083 3.5731 -1.2302
H -1.3831 -0.8190 -1.4388
*
```

Results
Frontier orbital gap ... 6.818 eV



(Q)
# C4H9NO2P

An isolated ion of composition C4H9NO2P and charge -1 (ωB97M-V/def2-TZVPD, the Open Molecules 2025 dataset).

The geometry in ORCA input format:
```
! RIJCOSX wB97M-V def2-TZVPD def2/J DEFGRID3
* xyz -1 1
N 1.1885 -1.3893 -0.6973
C 0.7097 -1.5427 0.7053
C -0.4568 -0.4964 0.9736
C -0.1640 1.0039 0.9329
P -0.2359 1.6380 -0.8640
O 0.4459 2.9734 -0.8081
C -0.7536 0.8447 -2.2845
O -1.7595 1.5433 -1.2903
H 1.8214 -0.6623 -0.7153
H 0.2793 -0.9657 -1.1272
H 1.4703 -1.3264 1.4114
H 0.3610 -2.5484 0.8207
H -1.2358 -0.5660 0.2166
H -0.8589 -0.7760 1.9741
H -0.9070 1.2825 1.6612
H 0.8645 1.2254 1.2649
H -0.7689 -0.2382 -2.1740
*
```

Results
SMILES string ... NCCC[P@@]1([O-])=CO1
Frontier orbital gap ... 6.921 eV



The structure with the least stability is (Q).



(P)
# C2H2O

C2H2O as an isolated structure (ωB97M-V/def2-TZVPD, the Open Molecules 2025 dataset).

The geometry in ORCA input format:
```
! RIJCOSX wB97M-V def2-TZVPD def2/J DEFGRID3
* xyz 0 1
C 0.5787 -0.0912 0.5878
C -0.4209 -0.2776 -0.1515
O -0.2285 0.8661 -0.7236
H 1.3115 0.5430 0.8867
H -1.2408 -1.0403 -0.5994
*
```

Results
Frontier orbital gap ... 8.774 eV



(Q)
# C2H2O

A 2-piece molecular cluster, C2H2O overall (ωB97M-V/def2-TZVPD, the Open Molecules 2025 dataset).

The geometry in ORCA input format:
```
! RIJCOSX wB97M-V def2-TZVPD def2/J DEFGRID3
* xyz 0 1
C 1.2694 0.4410 -0.0472
C 0.0838 0.4143 0.0734
O -2.1658 0.1355 -0.0779
H 2.3007 0.0276 -0.0460
H -2.2726 0.3823 0.7825
*
```

Results
Frontier orbital gap (alpha / beta) ... 8.066 / 8.067 eV



The structure with the least stability is (Q).



(P)
# C4H8NO3

A 2-piece molecular cluster, C4H8NO3 overall (ωB97M-V/def2-TZVPD, the Open Molecules 2025 dataset).

The geometry in ORCA input format:
```
! RIJCOSX wB97M-V def2-TZVPD def2/J DEFGRID3
* xyz 0 2
C 0.8614 -2.4395 1.3035
C 0.6489 -1.2344 0.5073
O -0.4629 -1.1676 -0.0744
N 1.4128 -0.1370 0.3367
H 0.9487 0.7157 -0.2405
H 2.3777 -0.0026 0.5491
H 1.4194 -2.1765 2.2336
H 1.5349 -3.1652 0.7613
H -0.0845 -2.9836 1.4365
C -1.5957 1.8539 -0.4820
C -0.6620 1.6704 -1.6549
O 0.5302 1.6040 -1.3010
O -1.2531 1.6513 -2.7472
H -2.6668 1.8695 -0.8464
H -1.4994 2.8709 -0.0488
H -1.5097 1.0705 0.2673
*
```

Results
Expectation value of S² ... 0.755
Frontier orbital gap (alpha / beta) ... 9.933 / 5.229 eV



(Q)
# C4H8NO3

A 2-piece molecular cluster, C4H8NO3 overall (ωB97M-V/def2-TZVPD, the Open Molecules 2025 dataset).

The geometry in ORCA input format:
```
! RIJCOSX wB97M-V def2-TZVPD def2/J DEFGRID3
* xyz 0 2
C 0.4801 0.4448 0.0637
O 0.8888 0.8111 2.3688
C -0.0547 0.5933 1.5887
C -0.0480 -0.7356 -0.6411
C 0.7709 -1.0975 -1.9098
O -2.8124 0.2043 -0.1173
O 2.0788 -1.3611 -1.6534
N -0.5618 1.4506 0.5400
H 1.5177 0.7500 0.0375
H -1.0979 -0.5974 -0.9440
H -1.4101 1.1389 0.0380
H -0.8185 -0.1041 1.9499
H -0.0074 -1.6001 0.0344
H 0.7013 -0.2441 -2.6356
H 0.3321 -1.9529 -2.4609
H -3.4986 0.0359 0.5372
*
```

Results
Expectation value of S² ... 0.754
Frontier orbital gap (alpha / beta) ... 4.552 / 4.555 eV



The structure with the least stability is (Q).



(P)
# CH2N4O

An isolated molecule of CH2N4O (ωB97M-V/def2-TZVPD, the Open Molecules 2025 dataset).

The geometry in ORCA input format:
```
! RIJCOSX wB97M-V def2-TZVPD def2/J DEFGRID3
* xyz 0 1
O 1.9251 -0.1284 0.0201
C 0.6426 0.0250 -0.1543
N -0.0245 1.1471 -0.0472
N -1.2739 0.8437 0.0121
N -1.3210 -0.5199 0.0443
N -0.1041 -1.0472 -0.0300
H 2.3924 0.7192 0.2406
H -2.2368 -1.0396 -0.0855
*
```

Results
SMILES string ... Oc1nn[nH]n1
Frontier orbital gap ... 10.771 eV



(Q)
# CH2N4O

An isolated molecule of CH2N4O (ωB97M-V/def2-TZVPD, the Open Molecules 2025 dataset).

The geometry in ORCA input format:
```
! RIJCOSX wB97M-V def2-TZVPD def2/J DEFGRID3
* xyz 0 1
N -0.2958 0.9718 1.0180
C -0.0920 0.3119 -0.1249
N 0.3002 -0.9545 0.3208
N 0.5205 -1.6752 -0.6560
O 0.2934 -0.9491 -1.7524
N -0.1086 0.3592 -1.4204
H -0.6168 1.9431 1.0570
H -0.0009 -0.0071 1.5579
*
```

Results
SMILES string ... Nc1nnon1
Frontier orbital gap ... 10.313 eV



(R)
# CH2N4O

An isolated molecule of CH2N4O (ωB97M-V/def2-TZVPD, the Open Molecules 2025 dataset).

The geometry in ORCA input format:
```
! RIJCOSX wB97M-V def2-TZVPD def2/J DEFGRID3
* xyz 0 1
O 1.7936 -0.0098 -0.0639
N 0.5358 0.0026 -0.0366
C -0.5845 0.8788 -0.0462
N -1.7460 0.2692 0.0356
N -1.4466 -1.0083 -0.0438
N -0.0901 -1.2064 -0.1157
H 2.1127 -1.0077 0.4542
H -0.5749 2.0817 -0.1836
*
```

Results
SMILES string ... On1cnnn1
Frontier orbital gap ... 10.249 eV



The structure with the least stability is (R).



(P)
# C2H3OPS

An isolated molecule of C2H3OPS (ωB97M-V/def2-TZVPD, the Open Molecules 2025 dataset).

The geometry in ORCA input format:
```
! RIJCOSX wB97M-V def2-TZVPD def2/J DEFGRID3
* xyz 0 1
C -0.8966 1.3872 0.1442
C -0.1638 0.1439 0.0333
O -1.3622 3.9705 -1.0591
P -0.6197 2.9729 -0.3707
S 0.4472 3.0474 1.3491
H -0.5064 -0.5057 -0.7429
H 0.9717 0.5069 -0.1215
H -0.2876 -0.4493 0.9724
*
```

Results
Frontier orbital gap (alpha / beta) ... 7.406 / 7.407 eV



(Q)
# C2H3OPS

An isolated molecule of C2H3OPS (ωB97M-V/def2-TZVPD, the Open Molecules 2025 dataset).

The geometry in ORCA input format:
```
! RIJCOSX wB97M-V def2-TZVPD def2/J DEFGRID3
* xyz 0 1
C -0.8733 -0.5425 0.9975
C 0.0781 -1.0166 0.4539
P 1.7616 -1.3197 -0.2186
S 2.4833 0.5756 0.2634
O 1.2334 1.5069 -0.3116
H -1.8331 -0.1211 1.4063
H 1.4094 -0.7993 -1.5321
H 0.3558 1.3856 0.2256
*
```

Results
SMILES string ... C#CPSO
Frontier orbital gap ... 9.849 eV



The structure with the least stability is (P).



(P)
# C2H3OPS

C2H3OPS as an isolated structure (ωB97M-V/def2-TZVPD, the Open Molecules 2025 dataset).

The geometry in ORCA input format:
```
! RIJCOSX wB97M-V def2-TZVPD def2/J DEFGRID3
* xyz 0 1
C -1.0833 -0.4124 0.2461
C -0.1512 -0.0517 1.0023
O 2.0580 1.7233 0.3700
P 1.8125 0.4761 -0.2876
S 2.8346 -1.1174 -0.0238
H -1.9248 -0.8098 -0.4871
H 0.2527 0.2087 1.9455
H 0.9437 0.8724 -1.3481
*
```

Results
Frontier orbital gap ... 8.843 eV



(Q)
# C2H3OPS

C2H3OPS as an isolated structure (ωB97M-V/def2-TZVPD, the Open Molecules 2025 dataset).

The geometry in ORCA input format:
```
! RIJCOSX wB97M-V def2-TZVPD def2/J DEFGRID3
* xyz 0 1
C -0.2225 0.1681 1.4035
C 0.8522 -0.1567 0.8533
O -1.1411 -0.0564 -3.4306
P -0.9685 0.1838 -2.0134
S 0.8429 -0.5945 -1.4695
H 0.0406 0.4438 2.4415
H -1.1827 0.3136 0.9685
H 1.7790 -0.3016 1.2467
*
```

Results
Frontier orbital gap ... 8.861 eV



The structure with the least stability is (P).



(P)
# C3H7ClS

An isolated molecule of C3H7ClS (ωB97M-V/def2-TZVPD, the Open Molecules 2025 dataset).

The geometry in ORCA input format:
```
! RIJCOSX wB97M-V def2-TZVPD def2/J DEFGRID3
* xyz 0 1
C 1.3661 0.6490 -0.1070
C 0.2833 -0.2357 0.4036
Cl 0.7129 -2.0013 -0.0148
C -1.0342 0.1736 -0.0261
S -2.5057 -0.7822 0.0587
H 2.3725 0.1660 0.2572
H 1.2115 1.7208 0.3099
H 1.2932 0.7488 -1.0819
H 0.3573 -0.2273 1.5436
H -1.1391 1.2488 0.1612
H -0.9390 0.4606 -1.1196
H -1.9788 -1.9210 -0.3848
*
```

Results
SMILES string ... C[C@H](Cl)CS
Frontier orbital gap ... 9.981 eV



(Q)
# C3H7ClS

A 2-piece molecular cluster, C3H7ClS overall (ωB97M-V/def2-TZVPD, the Open Molecules 2025 dataset).

The geometry in ORCA input format:
```
! RIJCOSX wB97M-V def2-TZVPD def2/J DEFGRID3
* xyz 0 1
C 0.8794 -0.0293 0.5725
C 0.0724 0.1719 -0.4819
C -1.2572 0.9347 -0.3304
S 0.2607 -0.4449 -2.1790
H 1.8483 -0.5381 0.4571
H 0.7471 0.4426 1.5725
H -2.0398 0.1401 -0.0956
H -1.8187 1.3265 -1.2531
H -1.1282 1.8352 0.2708
H 1.6087 -0.8951 -2.1419
Cl -0.8865 -2.6911 0.7605
H -1.5424 -1.9927 -0.0866
*
```

Results
SMILES string ... C=C(C)S.Cl
Frontier orbital gap ... 9.430 eV



The structure with the least stability is (Q).



(P)
# C5H14

A 2-piece molecular cluster, C5H14 overall (ωB97M-V/def2-TZVPD, the Open Molecules 2025 dataset).

The geometry in ORCA input format:
```
! RIJCOSX wB97M-V def2-TZVPD def2/J DEFGRID3
* xyz -1 2
C -0.2324 2.2524 1.0539
C 0.3754 2.3528 -0.3517
C 0.2924 1.0606 1.8380
H -0.0035 3.1369 1.6583
H -1.3243 2.2818 0.9827
H 0.5150 1.3259 -0.6946
H -0.3572 0.8102 2.6876
H 0.2116 0.0901 1.3328
H 1.3547 2.8477 -0.3670
H -0.2249 2.9046 -1.0783
H 1.3109 1.2502 2.1467
C -0.9087 -2.7896 -0.8990
C 0.4830 -2.2937 -1.3961
H -1.1272 -2.4350 0.1063
H -1.6504 -2.4113 -1.6121
H -1.0338 -3.8769 -0.9551
H 1.2589 -2.9091 -0.9533
H 0.5161 -2.3236 -2.4820
H 0.5444 -1.2740 -1.0169
*
```

Results
Expectation value of S² ... 0.750
Frontier orbital gap (alpha / beta) ... 2.781 / 12.131 eV



(Q)
# C5H14

A 2-piece molecular cluster, C5H14 overall (ωB97M-V/def2-TZVPD, the Open Molecules 2025 dataset).

The geometry in ORCA input format:
```
! RIJCOSX wB97M-V def2-TZVPD def2/J DEFGRID3
* xyz -1 2
C -0.1113 3.3948 1.6349
C 0.5038 2.1504 1.0039
H -0.2963 3.3212 2.6770
H 0.5771 4.2393 1.4509
H -1.0404 3.6265 0.9328
H 0.4261 1.1447 1.5205
H 0.1211 1.9656 0.0087
H 1.6264 2.4124 0.6632
C -0.0370 -2.1931 -0.3413
C -1.1554 -1.2211 -0.6306
C 0.6884 -2.7391 -1.5586
H 0.7074 -1.5319 0.3462
H -0.3860 -3.0113 0.4790
H -1.8581 -1.7216 -1.2647
H 0.5948 -1.9820 -2.4542
H 1.7886 -3.0005 -1.3705
H 0.2133 -3.6796 -1.9136
H -1.6972 -0.6634 0.1179
H -0.6653 -0.5113 -1.3016
*
```

Results
Expectation value of S² ... 0.750
Frontier orbital gap (alpha / beta) ... 2.645 / 11.301 eV



(R)
# C5H14

A 2-piece molecular cluster, C5H14 overall (ωB97M-V/def2-TZVPD, the Open Molecules 2025 dataset).

The geometry in ORCA input format:
```
! RIJCOSX wB97M-V def2-TZVPD def2/J DEFGRID3
* xyz -1 2
C -0.5951 1.2543 -0.9624
C -1.8409 2.1624 -1.2503
C 0.3329 1.9210 0.0803
H -1.1068 0.3496 -0.4461
H -0.0017 0.7031 -1.6951
H -2.5273 1.6246 -1.9614
H 0.3855 3.0700 0.0696
H -0.0578 1.5219 1.1276
H -1.6815 3.2727 -1.5637
H -2.3523 2.2029 -0.2390
H 1.3686 1.7673 -0.0676
C 1.3275 -1.9469 0.6527
C 0.7178 -3.1758 1.2548
H 1.4428 -2.2586 -0.3447
H 0.7493 -1.1287 0.7301
H 2.3434 -1.9384 1.0115
H 1.5050 -3.9579 1.5209
H -0.2241 -3.5560 0.8592
H 0.5036 -2.9621 2.3473
*
```

Results
Expectation value of S² ... 0.750
Frontier orbital gap (alpha / beta) ... 2.698 / 11.267 eV



(S)
# C5H14

A 2-piece molecular cluster, C5H14 overall (ωB97M-V/def2-TZVPD, the Open Molecules 2025 dataset).

The geometry in ORCA input format:
```
! RIJCOSX wB97M-V def2-TZVPD def2/J DEFGRID3
* xyz -1 2
C 1.2206 2.8027 -0.5260
C 1.3950 2.3393 0.9085
H 1.9784 3.5086 -0.8781
H 1.2495 1.9155 -1.1596
H 0.2705 3.3064 -0.7418
H 0.9112 2.9876 1.6438
H 2.4448 2.2238 1.1777
H 0.9393 1.3597 1.1016
C -0.8230 -1.6229 0.4155
C -1.4086 -0.7159 -0.6719
C -0.4593 -2.9979 -0.0976
H -1.5414 -1.7151 1.2340
H 0.0721 -1.1205 0.7806
H -1.3360 0.3503 -0.4445
H -0.7918 -0.8184 -1.5683
H -0.1333 -3.6580 0.7086
H 0.2523 -2.9173 -0.9188
H -2.4106 -1.0082 -0.9825
H -1.3145 -3.4955 -0.5825
*
```

Results
Expectation value of S² ... 0.750
Frontier orbital gap (alpha / beta) ... 2.666 / 12.092 eV



The structure with the least stability is (R).